The following is a DFT calculation (ωB97M-V/def2-TZVPD) of 13 unconnected molecules or ions with the total composition C76H86N10O22S.

Kohn-Sham gap (alpha / beta) (eV): 2.70 / 6.56
Net charge: -1
2S+1: 2
Electronic energy (Ha): -5547.66003

XYZ file:
```
195
C76H86N10O22S, DFT ωB97M-V/def2-TZVPD
C -4.6964 28.5327 16.2372
C -4.4846 27.6107 15.1948
C -5.6199 26.9992 14.6143
C -6.9326 27.1234 15.1691
C -7.1066 28.0104 16.2387
C -6.0181 28.7112 16.7453
N -8.0659 26.4810 14.4719
O -9.1101 26.4967 15.1048
O -7.9028 25.9608 13.3382
H -3.9207 29.1356 16.6857
H -3.4730 27.4651 14.8455
H -5.3928 26.3991 13.7455
H -8.0979 28.1724 16.6355
H -6.1027 29.5565 17.4122
C -3.5336 32.3024 13.8590
C -3.4722 33.6116 13.4186
C -4.4522 34.5440 13.6444
C -5.5703 34.0964 14.4208
C -5.7041 32.7667 14.8103
C -4.6066 31.8927 14.6174
N -6.6592 35.0763 14.6920
O -7.7152 34.7102 15.2649
O -6.5137 36.2551 14.3463
H -2.8124 31.5451 13.5888
H -2.6174 33.9316 12.8412
H -4.4482 35.5522 13.2573
H -6.5901 32.4981 15.3665
H -4.6170 30.8736 14.9748
C 1.6152 32.0932 13.5154
C 0.4012 31.6772 13.0168
C -0.1228 30.4129 13.2980
C 0.6913 29.5186 14.0726
C 1.8943 29.9682 14.5730
C 2.3361 31.2791 14.3173
N 0.2830 28.0897 14.2865
O 1.1694 27.3317 14.6001
O -0.9456 27.8011 14.2217
H 1.8918 33.1227 13.3418
H -0.1879 32.3280 12.3878
H -1.1060 30.0471 13.0417
H 2.4712 29.3641 15.2576
H 3.2772 31.5938 14.7435
C -3.4780 38.0005 14.6282
C -3.3448 37.1732 15.7026
C -2.2448 36.2922 15.7824
C -1.2736 36.3218 14.8181
C -1.3919 37.1822 13.6972
C -2.5188 37.9943 13.5891
N -0.0294 35.5043 14.9928
O 0.1104 34.7848 16.0194
O 0.7315 35.4237 14.0468
H -4.3712 38.6068 14.5968
H -4.0274 37.1084 16.5370
H -2.1967 35.6445 16.6453
H -0.6156 37.3494 12.9652
H -2.4923 38.6831 12.7576
C 9.2411 29.4941 18.0876
C 9.1417 29.6859 16.7104
C 7.9262 29.6625 16.0609
C 6.7463 29.4896 16.7741
C 6.8412 29.1969 18.1284
C 8.0569 29.1931 18.8301
N 5.4167 29.4708 16.0683
O 4.4529 29.4870 16.7993
O 5.3426 29.2306 14.8599
H 10.1696 29.5343 18.6377
H 10.0668 29.9536 16.2215
H 7.8172 29.7757 14.9924
H 5.9006 29.0261 18.6310
H 8.1768 28.8902 19.8598
C 2.5716 29.1806 7.6095
C 1.3383 28.9153 7.0455
C 0.3065 28.4041 7.7882
C 0.4502 28.3768 9.1864
C 1.6357 28.8284 9.8168
C 2.7344 29.1667 9.0130
N -0.6682 27.9638 10.0522
O -1.6605 27.4163 9.5813
O -0.5364 28.0675 11.2521
H 3.3525 29.4597 6.9177
H 1.3710 28.9057 5.9660
H -0.6567 28.2189 7.3361
H 1.8895 28.7457 10.8633
H 3.6754 29.4424 9.4658
C -3.2620 26.0667 12.1865
C -3.0129 24.9892 13.0445
C -3.8329 23.8663 13.0565
C -4.9055 23.7397 12.1791
C -5.0948 24.7845 11.2343
C -4.3387 25.9191 11.2882
N -5.6561 22.4680 12.2294
O -5.5513 21.6821 13.1293
O -6.3776 22.1547 11.2513
H -2.6278 26.9386 12.2484
H -2.2255 25.0808 13.7779
H -3.7183 23.0566 13.7620
H -5.7647 24.5454 10.4217
H -4.5554 26.6707 10.5435
C 0.5570 32.3213 9.1471
C -0.6471 32.1581 8.4025
C -1.7217 33.0036 8.7022
C -1.4842 34.1423 9.4526
C -0.2764 34.2695 10.1599
C 0.7699 33.4361 9.9789
N -2.5360 35.2583 9.6161
O -3.5840 35.2385 8.9999
O -2.3582 35.9947 10.5414
H 1.4141 31.6643 9.1435
H -0.7375 31.2484 7.8276
H -2.6781 32.7140 8.2925
H -0.2351 35.1500 10.7838
H 1.6469 33.4901 10.6070
C 3.6900 26.6960 12.1987
C 4.1567 25.3845 12.1243
C 5.4993 25.2049 11.6472
C 6.3409 26.3157 11.3395
C 5.7345 27.5657 11.3803
C 4.4521 27.8053 11.8770
N 7.6656 26.1046 10.7252
O 8.2263 26.9830 10.0994
O 8.2538 25.0449 11.0034
H 2.6482 26.8327 12.4485
H 3.4575 24.6192 12.4271
H 5.8814 24.1987 11.5586
H 6.2626 28.4739 11.1301
H 4.1205 28.8317 11.9324
C 4.8686 34.8174 14.9682
C 5.8802 33.9110 15.3389
C 6.3216 32.9065 14.4497
C 5.6256 32.7271 13.2550
C 4.5900 33.6436 12.9190
C 4.2913 34.6875 13.7489
N 5.9914 31.5708 12.3886
O 7.1722 31.1304 12.5134
O 5.2255 31.1716 11.5255
H 4.4645 35.4841 15.7156
H 6.2532 34.0165 16.3469
H 7.1264 32.2497 14.7453
H 4.0912 33.5019 11.9716
H 3.5240 35.4046 13.4969
C 3.5331 24.7820 17.4126
C 3.9484 26.1210 16.7771
C 4.9513 25.7463 15.6045
C 6.4086 25.5839 16.1020
C 7.3389 25.8629 14.8907
C 8.8194 25.8376 15.3227
H 2.7186 24.9085 18.1258
H 4.2933 24.3240 18.0454
H 3.1922 24.0647 16.6661
H 3.0011 26.4444 16.3457
H 4.3827 26.7886 17.5212
H 5.0004 26.5915 14.9180
H 4.5906 24.8694 15.0669
H 6.6337 26.2484 16.9362
H 6.5679 24.5758 16.4848
H 7.2296 25.0982 14.1216
H 7.0558 26.7349 14.3012
H 9.1553 26.7564 15.8035
H 9.0044 24.9293 15.8961
H 9.3944 25.6537 14.4152
C -3.0590 30.6218 10.6682
C -4.5452 31.0546 10.8370
C -4.8529 32.4740 10.3206
C -6.3563 32.8567 10.4482
C -6.8455 34.0929 9.7473
C -6.3158 35.4216 10.4415
H -2.9146 30.2591 9.6505
H -2.7961 29.7629 11.2856
H -2.2509 31.3397 10.8087
H -5.2368 30.4518 10.2485
H -4.9169 30.9324 11.8543
H -4.6866 32.4726 9.2434
H -4.1701 33.1697 10.8083
H -6.8978 32.0284 9.9912
H -6.6459 32.7661 11.4951
H -6.5254 34.0425 8.7066
H -7.9321 34.1217 9.6654
H -6.4771 36.2740 9.7815
H -6.6442 35.6580 11.4536
H -5.2706 35.2308 10.6847
C -1.3566 25.3741 16.6412
C -0.0117 25.4592 17.3081
C 0.2591 26.8186 17.9306
S -1.3640 27.6944 18.1242
O -1.4099 28.7173 17.0695
O -1.6124 27.9356 19.5635
C -2.3288 26.1815 17.5891
H -1.6711 24.3356 16.5379
H -1.2832 25.8919 15.6849
H 0.7726 25.2127 16.5925
H 0.1733 24.7131 18.0808
H 0.8465 27.5073 17.3235
H 0.6986 26.7214 18.9233
H -3.3573 26.3799 17.2876
H -2.4713 25.5008 18.4285
```

***

The following is a DFT calculation (ωB97M-V/def2-TZVPD) of 2 unconnected molecules or ions with the total composition C3H5N3.

Relative energy (zero: lowest compared OMol25 entry of this formula, charge and spin) (kJ/mol): 531.0
Kohn-Sham gap (alpha / beta) (eV): 8.07 / 8.07
Net charge: 0
Electronic energy (Ha): -281.38780

XYZ file:
```
11
C3H5N3, DFT ωB97M-V/def2-TZVPD
C 0.5726 1.6427 -0.6482
N 0.2822 0.2364 -0.5676
C 0.6614 -0.6327 0.2574
N 0.3423 -1.6739 0.9045
C -1.6480 -1.6103 0.4820
N -1.9161 -0.6832 -0.1897
H 0.7360 1.9294 -1.6907
H -0.2979 2.1971 -0.2781
H 1.4465 1.9434 -0.0582
H 1.6868 -0.8510 0.7451
H -1.8657 -2.4978 1.0436
```

***

The following is a DFT calculation (ωB97M-V/def2-TZVPD) of a molecular structure, C34H44BrF6N2O4OsSSi2.

Relative energy (zero: lowest compared OMol25 entry of this formula, charge and spin) (kJ/mol): 0.0
Kohn-Sham gap (alpha / beta) (eV): 7.18 / 7.22
Net charge: +1
Electronic energy (Ha): -5973.37849

XYZ file:
```
95
C34H44BrF6N2O4OsSSi2, DFT ωB97M-V/def2-TZVPD
Os 0.4596 -0.3497 -0.4516
C -2.1256 2.5925 -2.0932
O -2.1355 1.6641 -1.0113
C -3.1578 1.7831 -0.1347
C -4.2826 2.5619 -0.3400
C -5.2666 2.6206 0.6429
Br -6.7936 3.6894 0.3447
C -5.1413 1.9261 1.8208
C -4.0059 1.1366 2.0365
C -3.0166 1.0599 1.0562
O -1.8993 0.3047 1.2082
C -3.8106 0.4014 3.2855
N -2.6909 -0.2231 3.5778
C -2.8767 -0.7789 4.8342
C -2.0064 -1.5197 5.6310
C -2.4749 -1.9593 6.8526
C -3.7785 -1.6666 7.2846
C -4.6458 -0.9179 6.5132
C -4.1657 -0.4804 5.2842
N -4.7360 0.2770 4.2744
H -2.2104 3.6154 -1.7205
H -2.9356 2.3856 -2.7936
H -1.1754 2.4624 -2.5937
H -4.4083 3.1270 -1.2511
H -5.9141 2.0128 2.5716
H -1.8893 0.0190 2.1727
H -0.9930 -1.7193 5.3073
H -1.8242 -2.5313 7.5006
H -4.1066 -2.0264 8.2502
H -5.6450 -0.6834 6.8552
H -5.6623 0.6657 4.2740
C 0.6623 3.2200 -0.3303
Si 1.3360 1.7065 0.5229
C 0.6789 1.5523 2.2799
C 3.1924 1.7046 0.5758
C 3.9456 2.8083 0.9796
C 5.3221 2.7055 1.1069
C 5.9517 1.4951 0.8389
C 5.2101 0.3957 0.4340
C 3.8235 0.4807 0.2914
Si 2.7679 -0.9829 -0.2720
C 2.9771 -2.3163 1.0480
C 3.7454 -1.7045 -1.7118
H 1.1823 4.0973 0.0652
H -0.4047 3.3436 -0.1477
H 0.8475 3.1901 -1.4053
H 1.2982 2.2189 2.8886
H 0.7903 0.5513 2.7060
H -0.3616 1.8604 2.3654
H 3.4624 3.7553 1.1984
H 5.9066 3.5626 1.4158
H 7.0264 1.4137 0.9428
H 5.7288 -0.5348 0.2288
H 4.0499 -2.4681 1.1971
H 2.5475 -3.2689 0.7323
H 2.5468 -2.0359 2.0115
H 4.7703 -1.7823 -1.3380
H 3.7936 -1.0852 -2.6059
H 3.4294 -2.7154 -1.9757
C -2.5483 -4.4583 3.4571
C -1.0289 -4.4507 3.3337
C -0.5195 -4.0726 1.9455
S -1.0125 -2.3852 1.5365
O 0.2152 -1.9659 0.6351
C -2.4516 -2.6509 0.4561
C -2.1470 -2.7458 -1.0319
C -1.3181 -3.9541 -1.4490
H -2.8508 -4.7624 4.4578
H -3.0021 -5.1502 2.7437
H -2.9718 -3.4625 3.2932
H -0.6262 -5.4384 3.5641
H -0.6013 -3.7640 4.0673
H -0.8853 -4.7391 1.1651
H 0.5695 -4.0356 1.9044
H -3.1017 -1.8030 0.6700
H -2.9227 -3.5601 0.8319
H -1.6890 -1.8158 -1.3788
H -3.1203 -2.7816 -1.5278
H -0.3004 -3.9068 -1.0575
H -1.2592 -4.0062 -2.5361
H -1.7771 -4.8848 -1.1079
C 1.0046 -1.8068 -3.7299
C 0.4161 -0.4203 -3.5395
O -0.0221 -0.1855 -2.2208
C -0.8727 -0.3634 -4.3988
F -1.6121 0.7246 -4.2002
F -0.5628 -0.4280 -5.6968
F -1.6486 -1.4204 -4.1000
C 1.4124 0.6939 -3.9625
F 2.2319 1.0004 -2.9479
F 2.1653 0.2941 -4.9879
F 0.7912 1.8244 -4.3220
H 0.3463 -2.5294 -3.2524
H 1.9841 -1.8685 -3.2844
H 1.0857 -2.0393 -4.7896
```

***

The following is a DFT calculation (ωB97M-V/def2-TZVPD) of 9 unconnected molecules or ions with the total composition C5H28N4O9.

Relative energy (zero: lowest compared OMol25 entry of this formula, charge and spin) (kJ/mol): 36.1
Kohn-Sham gap (eV): 10.37
Net charge: 0
SMILES string: NC(N)=O.NC(N)=O.CC(C)O.O.O.O.O.O.O
Electronic energy (Ha): -1103.56177

XYZ file:
```
46
C5H28N4O9, DFT ωB97M-V/def2-TZVPD
N -13.1194 0.2824 10.8517
C -12.1553 1.0315 11.4167
N -11.1494 1.3973 10.5619
O -12.0934 1.3073 12.6268
H -13.3944 0.2652 9.8899
H -13.6422 -0.2402 11.5353
H -11.1930 1.1902 9.5842
H -10.3329 1.8234 10.9643
N -12.4355 6.4964 8.8417
C -11.4994 5.6735 9.3565
N -11.7204 5.2124 10.6267
O -10.5602 5.2768 8.6459
H -13.1560 6.8919 9.4194
H -12.3408 6.8485 7.9098
H -12.3552 5.7015 11.2299
H -10.9615 4.6942 11.0320
C -12.9840 2.8114 5.7054
C -12.8605 2.0923 7.0492
C -13.8419 2.7033 8.0316
O -13.3375 0.7538 6.8130
H -12.8225 3.8913 5.7594
H -14.0067 2.7422 5.3212
H -12.3314 2.3333 4.9726
H -11.8025 2.2299 7.2997
H -13.6406 3.7459 8.2883
H -13.7849 2.2783 9.0387
H -14.8392 2.5857 7.6119
H -12.7621 0.3139 6.1778
O -15.4836 -0.4912 8.2623
H -14.7166 -0.0599 7.8453
H -15.7452 -1.1799 7.6433
O -12.1267 2.6225 15.0490
H -12.2865 2.4906 14.0948
H -12.5281 1.8535 15.4642
O -10.7048 -0.9341 14.0852
H -11.1535 -0.2878 13.5160
H -10.0213 -0.4250 14.5326
O -8.6068 3.3093 8.7249
H -9.3619 3.9291 8.8050
H -8.2362 3.2549 9.6159
O -8.1740 3.1352 11.5471
H -8.2255 4.0647 11.8039
H -8.2182 2.6487 12.3803
O -13.1760 -2.5949 12.2762
H -14.0772 -2.2669 12.1814
H -12.9364 -2.9127 11.3976
```

***

The following is a DFT calculation (ωB97M-V/def2-TZVPD) of CH3NO2S2 in the gas phase.

Relative energy (zero: lowest compared OMol25 entry of this formula, charge and spin) (kJ/mol): 127.2
Kohn-Sham gap (eV): 9.42
Net charge: 0
SMILES string: N[S@@](=O)(=S)C=O
Electronic energy (Ha): -1041.44287

XYZ file:
```
9
CH3NO2S2, DFT ωB97M-V/def2-TZVPD
N -0.3367 -0.6218 0.5294
S 0.5436 0.7987 0.4715
O 0.0034 1.7270 1.4286
S 2.3581 0.3048 0.3596
C 0.0140 1.6068 -1.1544
O -1.0898 1.2776 -1.5226
H 0.0397 -1.2938 -0.1863
H -1.2938 -0.1838 0.4859
H 0.6796 2.4259 -1.6437
```